1.
ORCA calculation (ωB97M-V with the def2-TZVPD basis set) on a single C4H6O2 molecule in a non-equilibrium geometry.

XYZ file:
```
12
Properties=species:S:1:pos:R:3
O -2.259 -0.367 -0.976
C -1.886 -0.412 0.171
C -0.433 -0.337 0.562
C 0.374 0.230 -0.580
C 1.807 0.356 -0.410
O 0.903 1.490 -0.232
H -2.615 -0.522 0.997
H -0.081 -1.342 0.825
H -0.312 0.287 1.461
H -0.039 0.045 -1.566
H 2.243 -0.267 0.384
H 2.485 0.598 -1.217
```

Output
**Max |F|**: 1.16 eV Å⁻¹
**Total energy**: -306.4206 a.u.
**ΔE to the lowest compared entry with this formula, charge and spin**: 53.8 kcal/mol
**SMILES**: O=CC[C@@H]1CO1
**Frontier orbital gap**: 0.404 Eh
**Charge**: 0

***

2.
ORCA calculation (ωB97M-V with the def2-TZVPD basis set) on a single C4H6O2 molecule in a non-equilibrium geometry.

XYZ file:
```
12
Properties=species:S:1:pos:R:3
C -1.116 0.011 -1.282
C -0.786 -0.067 0.181
O -1.539 -0.470 1.038
C 0.520 0.581 0.625
C 1.537 -0.546 0.958
O 2.534 -0.703 0.293
H -0.211 0.232 -1.847
H -1.841 0.819 -1.413
H -1.560 -0.940 -1.567
H 1.007 1.161 -0.162
H 0.190 1.207 1.436
H 1.265 -1.284 1.740
```

Output
**Max |F|**: 1.27 eV Å⁻¹
**Total energy**: -306.4711 a.u.
**ΔE to the lowest compared entry with this formula, charge and spin**: 22.1 kcal/mol
**SMILES**: CC(=O)CC=O
**Frontier orbital gap**: 0.384 Eh
**Charge**: 0

***

3.
ORCA calculation (ωB97M-V with the def2-TZVPD basis set) on a single C4H6O2 molecule.

XYZ file:
```
12
Properties=species:S:1:pos:R:3
C 1.226 0.327 -0.781
C 0.016 -1.012 1.625
O -0.699 0.067 1.455
C -1.215 0.230 0.117
C -0.201 -0.140 -0.962
O -0.579 -0.714 -1.957
H 1.844 -0.532 -0.508
H 1.588 0.728 -1.731
H 1.322 1.082 0.006
H 0.286 -0.944 2.706
H -1.478 1.290 0.023
H -2.111 -0.382 0.006
```

Output
**Max |F|**: 0.49 eV Å⁻¹
**Total energy**: -306.3711 a.u.
**ΔE to the lowest compared entry with this formula, charge and spin**: 84.9 kcal/mol
**Frontier orbital gap**: 0.348 Eh
**Charge**: 0

***

4.
ORCA calculation (ωB97M-V with the def2-TZVPD basis set) on a molecular structure, C4H6O2.

XYZ file:
```
12
Properties=species:S:1:pos:R:3
O 0.981 2.301 -0.063
C 0.517 1.171 -0.078
C -0.825 0.685 -0.286
C -0.739 -0.786 -0.357
O 0.516 -1.227 -0.269
C 1.366 -0.114 0.147
H -1.637 1.229 -0.757
H -1.281 -0.187 0.823
H -1.368 -1.248 1.017
H -1.419 -1.424 -0.927
H 2.276 -0.143 -0.459
H 1.614 -0.256 1.209
```

Output
**Max |F|**: 0.76 eV Å⁻¹
**Total energy**: -306.3146 a.u.
**ΔE to the lowest compared entry with this formula, charge and spin**: 120.3 kcal/mol
**Frontier orbital gap**: 0.323 Eh
**Charge**: 0

***

5.
ORCA calculation (ωB97M-V with the def2-TZVPD basis set) on a molecular structure, C4H6O2.

XYZ file:
```
12
Properties=species:S:1:pos:R:3
O -1.628 -0.047 1.909
C 0.154 1.024 0.061
C 1.175 0.166 0.224
C 0.867 -0.713 -0.979
C -0.348 0.244 -1.113
O -1.310 0.274 -1.830
H -2.142 -0.204 1.107
H -0.198 1.902 0.589
H 1.973 0.125 0.956
H -0.747 -0.367 1.683
H 0.615 -1.764 -0.811
H 1.589 -0.639 -1.796
```

Output
**Max |F|**: 0.49 eV Å⁻¹
**Total energy**: -306.4294 a.u.
**ΔE to the lowest compared entry with this formula, charge and spin**: 48.2 kcal/mol
**Frontier orbital gap**: 0.379 Eh
**Charge**: 0

***

6.
ORCA calculation (ωB97M-V with the def2-TZVPD basis set) on a molecular structure, C4H6O2 in a non-equilibrium geometry.

XYZ file:
```
12
Properties=species:S:1:pos:R:3
C -0.549 -1.362 0.131
C 0.358 -0.424 0.060
C -1.615 -0.229 0.165
C -0.482 0.794 -0.051
O 2.843 0.623 0.248
O 2.150 -0.473 -0.245
H -0.546 -2.372 0.276
H -2.095 -0.252 -0.753
H -2.224 -0.257 0.973
H -0.398 1.463 0.805
H -0.428 1.399 -0.983
H 2.987 1.091 -0.626
```

Output
**Max |F|**: 4.98 eV Å⁻¹
**Total energy**: -306.2519 a.u.
**ΔE to the lowest compared entry with this formula, charge and spin**: 159.6 kcal/mol
**Frontier orbital gap**: 0.382 Eh
**Charge**: 0

***

7.
ORCA calculation (ωB97M-V with the def2-TZVPD basis set) on 2 unconnected molecules or ions with the total composition C4H6O2 in a non-equilibrium geometry.

XYZ file:
```
12
Properties=species:S:1:pos:R:3
C 1.218 1.487 -1.629
C 0.175 1.860 0.714
C -0.147 0.659 0.103
C 0.175 -1.655 -0.162
O 2.327 1.081 -1.525
O 0.265 -0.443 0.669
H 1.025 2.067 1.348
H -0.134 2.753 0.191
H -0.829 0.728 -0.730
H -0.871 -1.779 -0.409
H 0.478 -2.311 0.700
H 0.884 -1.517 -1.052
```

Output
**Max |F|**: 5.80 eV Å⁻¹
**Total energy**: -306.3847 a.u.
**ΔE to the lowest compared entry with this formula, charge and spin**: 76.3 kcal/mol
**Frontier orbital gap**: 0.339 Eh
**Charge**: 0

***

8.
ORCA calculation (ωB97M-V with the def2-TZVPD basis set) on a single C4H6O2 molecule.

XYZ file:
```
12
Properties=species:S:1:pos:R:3
C -0.632 1.438 0.539
C -0.414 0.122 0.584
O -1.320 -0.808 0.990
C 0.853 -0.540 0.106
C 0.790 -0.732 -1.401
O 0.813 -1.804 -1.951
H 0.142 2.109 0.191
H -1.573 1.876 0.854
H -2.155 -0.363 1.191
H 1.714 0.097 0.338
H 0.978 -1.516 0.580
H 0.708 0.213 -1.981
```

Output
**Max |F|**: 0.52 eV Å⁻¹
**Total energy**: -306.4589 a.u.
**ΔE to the lowest compared entry with this formula, charge and spin**: 29.7 kcal/mol
**SMILES**: C=C(O)CC=O
**Frontier orbital gap**: 0.368 Eh
**Charge**: 0

***

9.
ORCA calculation (ωB97M-V with the def2-TZVPD basis set) on 2 unconnected molecules or ions with the total composition C4H6O2.

XYZ file:
```
12
Properties=species:S:1:pos:R:3
O 0.120 -0.561 -2.186
C -0.579 -0.769 -1.109
C -0.281 1.264 1.354
C 0.912 1.406 0.789
C -0.288 -1.920 -0.286
O -0.715 -2.900 -0.886
H -0.421 0.031 -2.739
H -0.455 1.555 2.387
H -1.118 0.851 0.796
H 1.757 1.820 1.333
H 1.086 1.127 -0.249
H -0.020 -1.905 0.795
```

Output
**Max |F|**: 0.87 eV Å⁻¹
**Total energy**: -306.3309 a.u.
**ΔE to the lowest compared entry with this formula, charge and spin**: 110.0 kcal/mol
**Frontier orbital gap**: 0.337 Eh
**Charge**: 0

***

10.
ORCA calculation (ωB97M-V with the def2-TZVPD basis set) on a single C4H6O2 molecule in a non-equilibrium geometry.

XYZ file:
```
12
Properties=species:S:1:pos:R:3
O 1.919 0.862 0.230
C 0.816 0.028 -0.026
C -0.084 -0.695 0.949
C -0.671 0.148 -0.193
O -1.750 0.972 -0.320
C 0.126 -0.431 -1.258
H 1.537 1.594 0.732
H -0.027 -1.776 1.006
H -0.293 -0.368 1.948
H -1.968 1.159 0.594
H 0.217 0.062 -2.263
H 0.178 -1.554 -1.398
```

Output
**Max |F|**: 3.34 eV Å⁻¹
**Total energy**: -306.3670 a.u.
**ΔE to the lowest compared entry with this formula, charge and spin**: 87.4 kcal/mol
**SMILES**: O[C@]12C[C@@]1(O)C2
**Frontier orbital gap**: 0.330 Eh
**Charge**: 0

***

11.
ORCA calculation (ωB97M-V with the def2-TZVPD basis set) on a single C4H6O2 molecule.

XYZ file:
```
12
Properties=species:S:1:pos:R:3
C 2.187 -0.044 0.006
C 0.688 0.095 -0.002
C -0.136 1.129 0.009
O -1.443 0.739 -0.043
C -1.416 -0.679 0.039
O -0.044 -1.093 -0.043
H 2.686 0.361 -0.902
H 2.597 0.460 0.891
H 2.493 -1.111 0.077
H 0.037 2.188 0.061
H -1.839 -0.980 1.028
H -2.014 -1.091 -0.780
```

Output
**Max |F|**: 0.79 eV Å⁻¹
**Total energy**: -306.4426 a.u.
**ΔE to the lowest compared entry with this formula, charge and spin**: 39.9 kcal/mol
**SMILES**: CC1=COCO1
**Frontier orbital gap**: 0.325 Eh
**Charge**: 0

***

12.
ORCA calculation (ωB97M-V with the def2-TZVPD basis set) on a single C4H6O2 molecule in a non-equilibrium geometry.

XYZ file:
```
12
Properties=species:S:1:pos:R:3
C 0.511 0.094 -0.372
C 0.302 1.023 0.507
C -1.119 -1.117 -1.390
C 0.987 0.916 1.817
O -0.086 -0.339 -1.425
O -1.230 -2.037 -2.437
H -0.291 2.016 0.438
H -1.931 -1.041 -0.667
H 1.686 1.735 2.166
H 1.514 0.003 1.730
H 0.072 0.880 2.489
H -0.415 -2.134 -2.855
```

Output
**Max |F|**: 3.75 eV Å⁻¹
**Total energy**: -306.2851 a.u.
**ΔE to the lowest compared entry with this formula, charge and spin**: 138.8 kcal/mol
**Frontier orbital gap (alpha / beta)**: 0.325 / 0.267 Eh
**Charge**: 0

***

13.
ORCA calculation (ωB97M-V with the def2-TZVPD basis set) on a single C4H6O2 molecule in a non-equilibrium geometry.

XYZ file:
```
12
Properties=species:S:1:pos:R:3
C 1.518 -1.163 -0.146
C 1.072 0.071 0.075
C -0.374 0.268 0.064
C -1.046 1.445 -0.053
O -1.044 -0.891 0.108
O -2.459 -0.700 -0.145
H 2.551 -1.273 -0.030
H 0.675 -1.897 -0.225
H 1.703 0.899 0.311
H -2.052 1.491 -0.012
H -0.469 2.400 -0.194
H -2.950 -0.707 0.711
```

Output
**Max |F|**: 4.92 eV Å⁻¹
**Total energy**: -306.3246 a.u.
**ΔE to the lowest compared entry with this formula, charge and spin**: 114.0 kcal/mol
**SMILES**: C=CC(=C)OO
**Frontier orbital gap**: 0.344 Eh
**Charge**: 0

***

14.
ORCA calculation (ωB97M-V with the def2-TZVPD basis set) on a single C4H6O2 molecule in a non-equilibrium geometry.

XYZ file:
```
12
Properties=species:S:1:pos:R:3
O 2.424 -0.448 -0.737
C 1.958 0.182 0.186
C 0.429 0.503 0.262
C -0.352 -0.419 -0.586
C -1.661 -0.052 0.053
O -0.949 0.123 1.300
H 2.625 0.618 0.943
H 0.273 1.562 0.419
H -0.164 -1.229 0.131
H -0.091 -0.724 -1.592
H -2.381 -0.878 -0.023
H -2.168 0.877 -0.254
```

Output
**Max |F|**: 1.68 eV Å⁻¹
**Total energy**: -306.3465 a.u.
**ΔE to the lowest compared entry with this formula, charge and spin**: 100.3 kcal/mol
**SMILES**: O=C[C@H]1CCO1
**Frontier orbital gap**: 0.364 Eh
**Charge**: 0

***

15.
ORCA calculation (ωB97M-V with the def2-TZVPD basis set) on a single C4H6O2 molecule in a non-equilibrium geometry.

XYZ file:
```
12
Properties=species:S:1:pos:R:3
C -0.502 -0.282 -1.443
O 0.004 -1.265 -0.555
C -0.147 -0.580 0.667
C 1.096 0.251 1.061
C -0.077 0.858 0.375
O -0.023 0.964 -1.023
H -1.648 -0.233 -1.359
H -0.312 -0.593 -2.504
H -0.896 -1.131 1.330
H 1.239 0.338 2.110
H 2.005 0.104 0.444
H -0.737 1.569 0.898
```

Output
**Max |F|**: 2.83 eV Å⁻¹
**Total energy**: -306.4107 a.u.
**ΔE to the lowest compared entry with this formula, charge and spin**: 60.0 kcal/mol
**SMILES**: C1O[C@H]2C[C@H]2O1
**Frontier orbital gap**: 0.399 Eh
**Charge**: 0

***

16.
ORCA calculation (ωB97M-V with the def2-TZVPD basis set) on a single C4H6O2 molecule in a non-equilibrium geometry.

XYZ file:
```
12
Properties=species:S:1:pos:R:3
C 1.106 1.075 -0.305
C 0.184 0.613 0.767
O 0.010 1.233 1.795
C -0.365 -0.756 0.592
C -1.208 -0.957 -0.590
O 0.077 -1.539 -0.507
H 1.114 0.499 -1.232
H 1.001 2.150 -0.495
H 1.977 0.738 0.282
H -0.539 -1.281 1.524
H -1.295 -0.156 -1.328
H -2.063 -1.619 -0.503
```

Output
**Max |F|**: 1.33 eV Å⁻¹
**Total energy**: -306.4340 a.u.
**ΔE to the lowest compared entry with this formula, charge and spin**: 45.3 kcal/mol
**SMILES**: CC(=O)[C@H]1CO1
**Frontier orbital gap**: 0.394 Eh
**Charge**: 0

***

17.
ORCA calculation (ωB97M-V with the def2-TZVPD basis set) on a single C4H6O2 molecule.

XYZ file:
```
12
Properties=species:S:1:pos:R:3
C 0.804 0.158 -1.142
C -0.006 0.158 0.118
C -1.458 0.534 0.012
O -2.020 0.769 -1.028
C 0.354 -0.747 1.208
O 0.485 0.650 1.370
H 0.852 1.140 -1.611
H 1.809 -0.222 -0.944
H 0.306 -0.532 -1.834
H -1.966 0.630 0.998
H -0.473 -1.275 1.674
H 1.313 -1.263 1.180
```

Output
**Max |F|**: 0.66 eV Å⁻¹
**Total energy**: -306.4373 a.u.
**ΔE to the lowest compared entry with this formula, charge and spin**: 43.3 kcal/mol
**SMILES**: C[C@@]1(C=O)CO1
**Frontier orbital gap**: 0.402 Eh
**Charge**: 0

***

18.
ORCA calculation (ωB97M-V with the def2-TZVPD basis set) on a molecular structure, C4H6O2.

XYZ file:
```
12
Properties=species:S:1:pos:R:3
O 0.053 2.598 -0.690
C -0.426 1.529 -0.397
C 0.363 0.262 -0.288
C 0.450 -0.390 1.102
O 0.288 -1.699 0.537
C -0.263 -1.093 -0.641
H -1.505 1.434 -0.144
H 1.356 0.402 -0.722
H 1.392 -0.236 1.624
H -0.405 -0.160 1.759
H -1.361 -1.058 -0.581
H 0.057 -1.589 -1.560
```

Output
**Max |F|**: 0.47 eV Å⁻¹
**Total energy**: -306.4316 a.u.
**ΔE to the lowest compared entry with this formula, charge and spin**: 46.8 kcal/mol
**Frontier orbital gap**: 0.397 Eh
**Charge**: 0

***

19.
ORCA calculation (ωB97M-V with the def2-TZVPD basis set) on a single C4H6O2 molecule in a non-equilibrium geometry.

XYZ file:
```
12
Properties=species:S:1:pos:R:3
C 0.967 0.657 0.814
C 0.016 0.099 0.103
C 1.306 0.029 -0.491
C -1.556 -0.315 -0.484
O 2.114 -1.090 -0.486
O -2.653 -0.165 0.339
H 1.515 1.158 1.566
H 1.496 0.584 -1.341
H -1.500 -1.427 -0.534
H -1.575 0.171 -1.413
H 3.070 -0.882 -0.595
H -2.745 0.687 0.859
```

Output
**Max |F|**: 11.41 eV Å⁻¹
**Total energy**: -306.1775 a.u.
**ΔE to the lowest compared entry with this formula, charge and spin**: 90.7 kcal/mol
**2S+1**: 3
**Frontier orbital gap (alpha / beta)**: 0.213 / 0.269 Eh
**Charge**: 0

***

20.
ORCA calculation (ωB97M-V with the def2-TZVPD basis set) on 2 unconnected molecules or ions with the total composition C4H6O2S in a non-equilibrium geometry.

XYZ file:
```
13
Properties=species:S:1:pos:R:3
O 1.414 0.072 3.123
C 1.177 -0.653 2.224
C 1.030 -1.202 1.058
C 0.310 -1.261 -0.025
C -0.917 -0.382 -0.218
S -0.691 1.540 0.181
H 0.492 -1.838 -0.893
H -1.275 -0.546 -1.222
H -1.708 -0.537 0.610
H -2.099 1.544 0.447
O 0.694 0.779 -2.087
H 0.047 1.601 -1.513
H 1.525 0.883 -1.686
```

Output
**Max |F|**: 4.79 eV Å⁻¹
**Total energy**: -704.5278 a.u.
**ΔE to the lowest compared entry with this formula, charge and spin**: 95.2 kcal/mol
**SMILES**: O=C=C=CCS.O
**Frontier orbital gap**: 0.298 Eh
**Charge**: 0